Record 1
# C4H7NO2

C4H7NO2 in the gas phase (ωB97M-V/def2-TZVPD, OMol25).

Structure (XYZ):
```
14
C4H7NO2 ωB97M-V/def2-TZVPD
O -1.04135 -1.24478 1.40377
C -0.15762 -0.70398 0.43952
C -0.65757 0.63510 -0.09908
N 0.32693 1.22364 -1.01282
C 0.45039 1.06733 -2.31037
C 1.18190 -0.57972 1.15644
O 1.79642 0.45178 1.28370
H -1.62052 -1.88810 0.98167
H -0.01397 -1.40512 -0.39933
H -0.84046 1.31693 0.73692
H -1.59859 0.48827 -0.63985
H 1.05241 1.73789 -0.52182
H -0.42266 0.43464 -2.60497
H 1.54469 -1.53387 1.58622
```

Computed properties:
LUMO energy	0.25	eV
highest occupied orbital energy	-0.3077	Eh
energy relative to the best compared isomer or geometry (same formula, charge and spin)	354.19	kJ/mol
electronic energy	-361.7460	Ha
total charge	0
gap between HOMO and LUMO	8.6201	eV
maximum force	0.7	eV Å⁻¹



Record 2
# C3H4MgO4Pr

A molecular structure, C3H4MgO4Pr in a non-equilibrium geometry (ωB97M-V/def2-TZVPD, OMol25).

Structure (XYZ):
```
13
C3H4MgO4Pr ωB97M-V/def2-TZVPD
O -0.92733 -1.62314 -1.27957
C -0.25929 -0.46024 -1.41192
O -1.09152 0.67125 -1.44429
C -2.04020 0.77117 -0.34306
Mg -2.42480 -1.29920 -0.12570
H 0.33543 -0.41638 -2.34140
H -2.83585 1.44101 -0.70110
H -1.53114 1.28812 0.49369
H 0.91219 -0.27326 -0.01790
O 1.72486 0.84637 1.82866
C 1.83590 -0.11737 1.02476
O 2.74467 -0.97080 1.20695
Pr 3.55709 0.14247 3.11089
```

Computed properties:
LUMO energy (alpha / beta)	-8.37 / -8.36	eV
highest occupied orbital energy (alpha / beta)	-0.5292 / -0.5853	Eh
⟨S²⟩	3.75
multiplicity	4
electronic energy	-1134.0875	Ha
total charge	+2
gap between HOMO and LUMO (alpha / beta)	6.0336 / 7.5632	eV
maximum force	8.9	eV Å⁻¹



Record 3
# C49H49ClCoN4O2P2Si

A molecular structure, C49H49ClCoN4O2P2Si (ωB97M-V/def2-TZVPD, OMol25).

Structure (XYZ):
```
109
C49H49ClCoN4O2P2Si ωB97M-V/def2-TZVPD
Co -0.45395 2.28681 0.76627
O -1.13755 4.38811 1.27814
C -0.74451 5.00238 2.31251
C -1.47528 6.14232 2.80475
C -1.07790 6.86517 3.89805
C 0.08967 6.52596 4.60294
C 0.81668 5.44115 4.16198
C 0.44155 4.65888 3.05867
C 1.32156 3.55627 2.74204
N 1.17847 2.59570 1.89257
N 2.24531 1.70139 1.93122
C 2.19010 0.76424 1.00966
O 1.33049 0.58696 0.10907
C 3.36907 -0.17579 1.05185
C 3.64495 -0.95493 -0.06755
C 4.68628 -1.87259 -0.05969
C 5.47928 -2.01583 1.07046
C 5.22901 -1.21902 2.18287
C 4.18437 -0.30661 2.17444
H -2.37315 6.40371 2.25650
H -1.67589 7.71379 4.21972
H 0.40898 7.09759 5.46592
H 1.72416 5.15840 4.68911
H 2.24198 3.51346 3.33240
H 3.02075 -0.80659 -0.93978
H 4.88213 -2.47554 -0.93973
H 6.28644 -2.73809 1.08559
H 5.84732 -1.32107 3.06817
H 3.97006 0.31530 3.03342
C 2.46709 3.69733 -0.91446
C 1.19661 3.53582 -1.69073
C 1.10337 3.92991 -3.02014
C -0.12896 3.79237 -3.66165
C -1.21369 3.27917 -2.99517
C -1.06083 2.87919 -1.63861
N 0.15150 3.03861 -1.04557
N -1.96429 2.33634 -0.80438
Si -3.62191 2.73763 -0.96575
C -4.48970 1.87005 -2.43114
C -4.65209 2.25565 0.51365
C -3.82992 4.59958 -1.20205
H 2.32428 4.43483 -0.12176
H 3.28105 4.02337 -1.56316
H 2.73880 2.76106 -0.42947
H 1.96814 4.33314 -3.52920
H -0.23347 4.09213 -4.70011
H -2.16545 3.16051 -3.49194
H -4.87947 0.89995 -2.11245
H -3.83667 1.69907 -3.28987
H -5.33845 2.47044 -2.77375
H -4.59262 1.18637 0.71226
H -5.69281 2.51648 0.29576
H -4.33498 2.77794 1.41625
H -3.54907 4.93776 -2.20000
H -3.18533 5.09669 -0.47396
H -4.86665 4.89689 -1.01757
C 0.09338 -2.10100 0.76125
P -1.12047 -1.00684 -0.14023
C -0.55513 -0.95348 -1.87776
C -1.37451 -0.25798 -2.76858
C -0.98568 -0.04608 -4.08230
C 0.24631 -0.50311 -4.52752
C 1.07927 -1.17671 -3.64455
C 0.67820 -1.39938 -2.33650
C -2.57345 -2.15190 -0.24353
C -3.10324 -2.70254 -1.40979
C -4.22959 -3.51866 -1.37100
C -4.84721 -3.80163 -0.16462
C -4.33466 -3.25531 1.00529
C -3.21964 -2.43567 0.96442
P -0.05275 -3.93795 0.76541
C 1.33612 -4.41603 1.87433
C 2.22576 -3.52657 2.47430
C 3.22197 -3.98718 3.32747
C 3.35646 -5.34135 3.58540
C 2.48115 -6.24094 2.98946
C 1.47916 -5.77893 2.15295
C 0.70772 -4.39140 -0.84444
C -0.14853 -4.74010 -1.88567
C 0.34813 -5.03262 -3.14762
C 1.71517 -4.99405 -3.38048
C 2.58029 -4.67165 -2.34182
C 2.08055 -4.37586 -1.08227
H -0.04073 -1.79662 1.80734
H 1.08103 -1.72768 0.48672
H -2.31313 0.15151 -2.41719
H -1.63503 0.51214 -4.74658
H 0.56458 -0.31560 -5.54565
H 2.04979 -1.53220 -3.97044
H 1.34241 -1.93173 -1.67213
H -2.62636 -2.50411 -2.35822
H -4.62038 -3.93293 -2.29329
H -5.72742 -4.43320 -0.13399
H -4.81118 -3.46097 1.95624
H -2.85248 -1.98792 1.87725
H 2.16833 -2.46693 2.27235
H 3.90082 -3.27346 3.77136
H 4.13646 -5.69683 4.24749
H 2.57660 -7.30293 3.18331
H 0.78816 -6.48378 1.70198
H -1.21632 -4.76598 -1.70401
H -0.33553 -5.27205 -3.95286
H 2.10588 -5.20819 -4.36758
H 3.64956 -4.64277 -2.51517
H 2.76281 -4.11143 -0.28095
Cl -2.73995 0.66063 2.61715
C -1.07762 1.43001 2.40900
H -0.41000 0.60972 2.69494
H -1.04998 2.15841 3.22475
```

Computed properties:
LUMO energy (alpha / beta)	4.04 / 4.04	eV
highest occupied orbital energy (alpha / beta)	-0.0546 / -0.0544	Eh
energy relative to the best compared isomer or geometry (same formula, charge and spin)	0.00	kJ/mol
⟨S²⟩	0.76
multiplicity	2
electronic energy	-5081.4165	Ha
total charge	-2
gap between HOMO and LUMO (alpha / beta)	5.5253 / 5.5193	eV
maximum force	0.6	eV Å⁻¹



Record 4
# C9H7N3

2 unconnected molecules or ions with the total composition C9H7N3 in a non-equilibrium geometry (ωB97M-V/def2-TZVPD, OMol25).

Structure (XYZ):
```
19
C9H7N3 ωB97M-V/def2-TZVPD
C 1.55841 3.96690 2.48495
C 1.15826 2.97541 1.67509
C 0.84413 0.12467 -0.25839
C 0.12271 1.21876 0.11904
C -0.02047 -0.86530 -0.68375
C 1.89994 4.61989 3.42130
C -3.05430 2.76130 0.44978
C 0.58986 2.36170 0.80407
C 0.24818 -2.19196 -1.08228
N -1.15716 1.02808 -0.00535
N -4.00549 2.36621 -0.02777
N -1.26548 -0.23765 -0.44719
H 1.88379 0.02611 -0.14263
H 1.88217 5.29871 4.20400
H -2.23878 3.42455 0.76474
H -0.49174 -2.97084 -0.87404
H 0.27757 -2.40538 -2.10060
H 1.30259 -2.48419 -0.81493
H -2.12106 -0.62431 -0.67124
```

Computed properties:
LUMO energy	0.48	eV
highest occupied orbital energy	-0.3267	Eh
energy relative to the best compared isomer or geometry (same formula, charge and spin)	564.13	kJ/mol
electronic energy	-511.2169	Ha
total charge	0
gap between HOMO and LUMO	9.3711	eV
maximum force	5.3	eV Å⁻¹



> maximum force of number 4 (C9H7N3)?

5.3 eV Å⁻¹



> Which of these has the lowest maximum force?

C49H49ClCoN4O2P2Si



> The highest total charge belongs to which entry?

C3H4MgO4Pr



> Which of these has the lowest maximum force?

C49H49ClCoN4O2P2Si